(1)
Below is a structure of composition C44H43FMnN3OSe2Si2 in a non-equilibrium geometry, with properties calculated with ωB97M-V/def2-TZVPD.

CARTESIAN COORDINATES (ANGSTROEM)
Se: 1.80 0.88 3.72
Se: 3.09 -1.51 2.78
Mn: -0.01 -0.09 0.28
Si: -0.03 -1.21 -3.09
Si: -2.42 -0.05 -0.09
F: -0.29 -7.29 -1.41
O: 0.29 2.16 -0.23
N: -0.06 0.20 -2.10
N: 2.38 -0.19 0.31
N: -0.25 -0.97 3.47
C: 1.73 4.80 1.88
C: -0.03 1.49 -2.52
C: 1.63 3.67 1.08
C: -4.95 2.22 3.26
C: 0.29 -0.42 5.75
C: -1.39 -4.21 0.12
C: 2.76 0.42 -0.82
C: -0.26 -6.04 -0.89
C: 0.60 5.52 2.21
C: -1.46 -2.36 -2.66
C: 0.47 -0.27 4.36
C: 4.06 0.54 -1.25
C: -3.25 0.77 -1.63
C: -0.07 3.23 -4.25
C: -0.63 -1.32 6.22
C: -3.46 0.92 1.25
C: -0.74 4.02 0.91
C: -4.11 0.03 -2.45
C: -4.74 0.60 -3.55
C: 0.97 -4.11 -0.24
C: -1.35 -2.08 5.30
C: 1.62 -2.07 -2.70
C: -0.64 5.14 1.72
C: -0.14 -2.19 0.91
C: 0.22 2.54 -1.59
C: -0.19 -3.49 0.23
C: -2.88 1.87 2.10
C: -0.22 1.92 -3.85
C: 0.29 4.20 -3.33
C: -3.67 2.69 -3.07
C: -1.12 -1.86 3.95
C: -5.56 1.29 2.42
C: -1.43 -5.47 -0.43
C: 4.70 -0.70 0.66
C: 0.41 3.85 -2.00
C: 5.06 -0.06 -0.50
C: -4.51 1.93 -3.87
C: -3.61 2.52 3.09
C: 0.94 -5.37 -0.81
C: 3.36 -0.72 1.08
C: -4.82 0.66 1.42
C: -3.06 2.11 -1.96
C: -0.09 -1.11 -4.99
C: 0.39 3.28 0.62
H: -3.27 -1.30 -0.07
H: -1.67 -2.44 3.22
H: 1.63 -3.10 -3.06
H: -6.61 1.07 2.54
H: -5.52 2.70 4.05
H: -2.36 -6.03 -0.50
H: 1.84 -5.84 -1.18
H: 0.65 4.62 -1.28
H: 1.97 0.85 -1.43
H: -0.79 -1.45 7.28
H: -1.52 5.71 1.96
H: -1.70 3.74 0.48
H: -0.90 -2.17 1.69
H: 2.71 5.10 2.24
H: -5.31 -0.05 0.77
H: 5.43 -1.19 1.29
H: 0.70 -0.51 -5.42
H: -1.05 -0.72 -5.34
H: 4.28 1.09 -2.16
H: -2.30 -3.76 0.50
H: -2.07 -2.82 5.61
H: 2.51 3.11 0.79
H: -1.33 -3.33 -3.15
H: 0.01 -2.12 -5.40
H: -5.40 0.00 -4.16
H: -4.99 2.37 -4.73
H: 0.69 6.40 2.84
H: -3.48 3.73 -3.30
H: 1.77 -2.09 -1.62
H: 6.10 -0.03 -0.82
H: -2.42 2.73 -1.35
H: -0.52 1.18 -4.57
H: 0.46 5.23 -3.64
H: -4.31 -1.00 -2.20
H: 2.47 -1.55 -3.14
H: 0.91 0.17 6.41
H: -3.12 3.24 3.72
H: -2.41 -1.94 -2.98
H: -1.83 2.08 2.00
H: -0.24 3.49 -5.29
H: 1.92 -3.60 -0.13
H: 0.84 -2.06 1.38
H: -1.51 -2.54 -1.59

Values from the calculation:
LUMO level (spin up / spin down) ... 1.477 / 1.767 eV
Charge ... -1
Spin multiplicity ... 6
HOMO-LUMO gap (spin up / spin down) ... 5.26 / 6.29 eV
Molar mass ... 917.88 g/mol
Expectation value of S² ... 9.23

Mulliken population analysis, charges in e, atoms 1 to 4:
1. Se -0.085
2. Se -0.172
3. Mn 0.452
4. Si -0.080



(2)
Below is a cluster of 2 separate species, C6H13N4O in total in a non-equilibrium geometry, with properties calculated with ωB97M-V/def2-TZVPD.

CARTESIAN COORDINATES (ANGSTROEM)
O: -0.66 1.02 -0.41
N: 2.48 1.58 -1.78
N: 0.61 1.50 -0.71
N: -0.97 -1.06 1.06
N: -2.22 -2.37 2.31
C: 1.67 0.88 -1.04
C: 1.99 2.93 -1.98
C: -1.96 -1.15 1.97
C: 0.70 2.95 -1.10
C: -0.71 -2.37 0.58
C: -1.66 -3.29 1.39
H: 1.98 3.16 -3.00
H: -0.81 -2.35 -0.48
H: 3.42 1.27 -2.11
H: -2.39 -3.87 0.76
H: -0.16 3.45 -1.49
H: -2.38 -0.27 2.45
H: -2.92 -2.59 3.08
H: 0.24 -2.55 0.77
H: -1.06 -4.04 1.96
H: -0.62 0.17 0.30
H: 0.94 3.54 -0.22
H: 1.81 -0.14 -0.88
H: 2.68 3.57 -1.44

Values from the calculation:
LUMO level ... -2.488 eV
Charge ... +1
Spin multiplicity ... 1
HOMO-LUMO gap ... 9.37 eV
Molar mass ... 157.20 g/mol

natural (NBO) population analysis, charges in e, atoms 1 to 4:
1. O -0.549
2. N -0.532
3. N -0.026
4. N -0.586



Computed calculated total energy, in the same sequence as the records: -8574.76267, -530.35632 hartree.
Computed ΔE to the lowest compared entry with this formula, charge and spin, in the same sequence as the records: 133.8, 279.0 kJ/mol.